Molecular formula: C15H17N2O5SSe5SiTa
Method: DFT, wB97M-V/def2-TZVPD

Cartesian coordinates (Å):
Ta  -1.170126  -1.752433  0.464098
O  0.308396  3.531466  2.252684
C  -0.237699  2.293892  2.183424
O  -1.257201  2.054523  1.605780
C  0.619867  1.281871  2.896695
C  1.582244  1.679339  3.812754
C  2.275787  0.696048  4.511067
C  1.980391  -0.630692  4.252998
C  1.021025  -0.915453  3.285049
N  0.364384  0.013877  2.615174
C  0.737689  -2.362371  2.945688
O  1.157433  -3.251735  3.646149
O  0.020526  -2.536973  1.870843
H  -0.289178  4.102581  1.743187
H  1.765282  2.727986  3.986410
H  3.023115  0.966405  5.243992
H  2.468958  -1.448212  4.761236
O  -2.248942  -0.766631  -0.841417
N  -2.987515  -0.084189  -1.720421
C  -4.166685  -0.687835  -2.066990
C  -5.035557  -0.089588  -2.911182
C  -4.682355  1.187876  -3.416147
C  -3.492588  1.739436  -3.080131
C  -2.526888  1.097162  -2.228652
S  -1.021842  1.731577  -1.916393
H  -4.310352  -1.656051  -1.613445
H  -5.955817  -0.586727  -3.173221
H  -5.353981  1.719638  -4.075442
H  -3.187490  2.702185  -3.463087
Se  -2.619202  -0.894954  2.365336
Se  -3.819436  -2.475101  1.149703
Se  -2.237501  -4.191434  0.901127
Se  -1.159399  -3.732592  -1.114373
C  2.219236  -0.145599  -3.441933
Si  2.638643  -0.210914  -1.641836
C  2.934057  1.460417  -0.889709
C  3.946075  -1.467454  -1.241747
Se  0.762334  -0.912251  -0.548800
H  3.076412  0.157093  -4.046097
H  1.398307  0.560451  -3.605184
H  1.882760  -1.124683  -3.789105
H  3.735818  2.001289  -1.397896
H  3.189451  1.371888  0.167274
H  2.018945  2.051693  -0.970398
H  4.897287  -1.226398  -1.722141
H  3.631477  -2.455853  -1.581306
H  4.103839  -1.522552  -0.163620

Atoms 1-3, force components in eV/Å:
Ta 0.8826 0.5809 -0.5220
O -0.3058 -0.0500 -0.1317
C 0.4049 -0.0170 -0.1678

## Properties
E_LUMO: -0.0388 Eh
HOMO energy: -0.272 Eh
Net charge: 0